The following is a DFT calculation (ωB97M-V/def2-TZVPD) of the molecule C5H4N2.

Values from the calculation:
Kohn-Sham gap = 9.8525 eV
E = -8227.6971 eV
Energy above the lowest of the compared OMol25 structures with the same formula, charge and spin = 41.42 kcal per mole

Cartesian coordinates (Å):
C: -1.21120 -2.36413 1.03969
C: -0.67732 -1.38042 0.59240
C: -0.03819 -0.22411 0.06067
C: 1.22883 -0.13912 -0.57179
N: 1.51175 1.09617 -0.94304
N: 0.44464 1.81108 -0.55949
C: -0.51029 1.07479 0.04407
H: -1.67664 -3.23853 1.43561
H: 1.92975 -0.94061 -0.76112
H: 0.43001 2.79987 -0.74789
H: -1.43135 1.50501 0.41089